(1)
The following is a quantum chemistry calculation of C14H15F3N4OS2 in the gas phase, from the OMol25 dataset.

Properties
**Largest force on an atom**: 1.47 eV/A
**Structure (SMILES)**: CCSCCc1nnc(NC(=O)Nc2cccc(C(F)(F)F)c2)s1
**HOMO-LUMO gap**: 9.037 eV
**Energy relative to the best compared isomer or geometry (same formula, charge and spin)**: 0.003 eV
**Multiplicity**: 1
**HOMO**: -8.719 eV
**DFT total energy**: -1932.781357 Eh

Element x y z (Å)
C (7.1939, 0.4941, -0.3862)
C (6.2034, -0.5508, 0.0887)
H (6.6681, -1.5357, 0.1484)
H (5.7910, -0.2782, 1.0610)
S (4.8182, -0.6750, -1.1037)
C (4.0069, -2.1905, -0.5054)
H (4.7733, -2.9571, -0.3932)
C (3.2428, -2.0094, 0.8102)
C (2.1270, -1.0479, 0.6655)
N (0.8897, -1.3674, 0.6132)
N (0.0595, -0.3451, 0.4494)
C (0.6557, 0.8054, 0.3786)
N (0.0391, 2.0013, 0.2107)
C (-1.3307, 2.2804, 0.0493)
O (-1.6692, 3.4310, -0.0900)
N (-2.1160, 1.1783, 0.0732)
C (-3.4976, 1.1157, -0.0730)
C (-4.0857, -0.1477, -0.0413)
C (-5.4578, -0.2703, -0.1879)
C (-6.2626, 0.8485, -0.3571)
C (-5.6695, 2.0989, -0.3862)
C (-4.3015, 2.2411, -0.2467)
H (-3.8467, 3.2173, -0.2718)
H (-6.2827, 2.9764, -0.5194)
H (-7.3294, 0.7373, -0.4687)
C (-6.0753, -1.6379, -0.1223)
F (-7.2560, -1.7131, -0.7539)
F (-6.3074, -2.0277, 1.1486)
F (-5.2950, -2.5886, -0.6619)
H (-3.4726, -1.0269, 0.0906)
H (-1.6263, 0.2887, 0.2063)
H (0.6222, 2.8272, 0.1821)
S (2.4024, 0.6879, 0.5082)
H (2.8214, -2.9718, 1.1069)
H (3.9270, -1.6673, 1.5900)
H (3.3222, -2.4812, -1.3013)
H (8.0192, 0.5706, 0.3184)
H (6.7102, 1.4646, -0.4667)
H (7.5887, 0.2250, -1.3628)



(2)
The following is a quantum chemistry calculation of 3 unconnected molecules or ions with the total composition C14H15F4N4, from the OMol25 dataset.

Properties
**Largest force on an atom**: 4.99 eV/A
**HOMO-LUMO gap**: 4.106 eV
**Multiplicity**: 1
**HOMO**: -10.201 eV
**Charge**: +1
**DFT total energy**: -1160.580618 Eh

Element x y z (Å)
F (0.5869, 2.0306, -2.7939)
C (0.7602, 0.8741, -1.9706)
F (1.5509, -0.0293, -2.6761)
C (1.4468, 1.3880, -0.6006)
F (2.8233, 1.6314, -0.8400)
F (1.3060, 0.3176, 0.3276)
C (0.6516, 2.6839, -0.1685)
C (-0.6541, 2.6447, 0.6158)
C (-1.1673, 4.0483, 0.8266)
N (-0.5161, 5.1765, 0.3669)
N (0.6303, 5.3070, -0.2755)
C (1.1656, 4.0563, -0.5139)
H (-0.2800, 0.5022, -1.7157)
H (-1.1772, 1.7039, 0.9489)
H (-2.1471, 4.1718, 1.3961)
H (-0.9900, 6.0840, 0.5472)
H (2.1665, 4.0758, -1.0710)
N (-2.2498, -1.1798, 0.0195)
C (-3.3073, -1.0158, 0.8755)
C (-4.4463, -0.8790, 0.1194)
C (-4.0640, -0.9698, -1.2428)
C (-2.7047, -1.1580, -1.2744)
H (-1.2888, -1.2995, 0.2973)
H (-3.1581, -1.0097, 1.9446)
H (-5.4442, -0.7319, 0.5039)
H (-4.7120, -0.9054, -2.1038)
H (-2.0226, -1.2773, -2.1029)
N (3.7103, -4.1974, 1.0539)
C (2.4754, -4.7493, 1.2634)
C (1.5447, -3.7427, 1.1938)
C (2.2445, -2.5392, 0.9265)
C (3.5789, -2.8519, 0.8427)
H (4.5804, -4.7033, 1.0543)
H (2.3660, -5.8072, 1.4449)
H (0.4785, -3.8598, 1.3199)
H (1.8193, -1.5553, 0.8081)
H (4.4435, -2.2346, 0.6528)